Entry 1:
30
Properties=species:S:1:pos:R:3 method="wB97M-V/def2-TZVPD" spin_multiplicity=1 charge=0 lumo_energy_ev=-0.9 de_lowest_ev=1.577
C 1.88 -2.82 0.41
C 1.51 -1.94 1.14
C 1.09 -0.82 1.99
C 0.07 0.04 1.29
C 0.34 1.15 0.60
C 1.70 1.73 0.37
C 2.48 1.08 -0.80
C 1.68 0.17 -1.72
Cl 0.64 1.14 -2.82
C -0.84 1.91 0.04
O -0.85 3.12 0.01
C -1.99 1.09 -0.39
C -2.25 -0.04 0.27
C -3.34 -0.99 -0.04
C -3.58 -1.36 -1.30
C -1.36 -0.37 1.43
O -1.78 -0.91 2.43
H 2.34 -3.62 -0.12
H 0.63 -1.25 2.88
H 1.97 -0.25 2.27
H 2.27 1.62 1.29
H 1.61 2.81 0.22
H 3.36 0.54 -0.44
H 2.87 1.89 -1.42
H 1.06 -0.55 -1.19
H 2.36 -0.39 -2.36
H -2.61 1.42 -1.22
H -3.92 -1.38 0.78
H -4.28 -2.15 -1.52
H -3.06 -0.87 -2.12

Entry 2:
20
Properties=species:S:1:pos:R:3 method="wB97M-V/def2-TZVPD" spin_multiplicity=1 charge=0 lumo_energy_ev=0.8 de_lowest_ev=7.240
C 1.11 1.72 -0.88
C -1.85 -1.30 0.54
N 1.47 0.52 -0.16
N -1.20 0.00 0.49
C 0.42 0.49 -1.28
C -0.08 0.29 1.37
C 0.07 -0.23 -2.33
O 2.61 0.19 0.52
N 0.54 -0.55 2.14
H 2.23 -0.32 1.29
H -1.86 0.76 0.41
H 0.42 -1.53 1.88
H 1.88 2.12 -1.53
H 0.59 2.50 -0.31
H -0.11 1.33 1.68
H -1.10 -2.08 0.39
H -2.30 -1.49 1.52
H -2.62 -1.35 -0.23
H 0.09 -1.31 -2.31
H -0.34 0.26 -3.20

Entry 3:
73
Properties=species:S:1:pos:R:3 method="wB97M-V/def2-TZVPD" spin_multiplicity=4 charge=-2 lumo_energy_ev="4.0 / 4.0" de_lowest_ev=0.167
V -1.64 -1.03 -0.79
S -2.87 -3.23 2.80
C -3.78 -2.73 1.41
S -3.53 -1.14 0.62
S -5.04 -3.58 0.77
C 0.11 -4.52 0.98
C -0.57 -3.52 0.13
N -0.73 -2.32 0.53
O -0.40 -2.07 1.84
C -1.03 -3.81 -1.17
C -1.12 -5.13 -1.85
N -1.50 -2.81 -1.89
O -1.90 -3.07 -3.08
H 1.14 -4.25 1.26
H 0.14 -5.48 0.47
H -0.47 -4.71 1.87
H -1.21 -2.40 2.37
H -0.75 -4.98 -2.86
H -2.20 -5.35 -2.05
H -0.70 -5.96 -1.32
O 4.54 1.02 0.96
S 3.31 0.22 1.30
C 3.73 -0.60 2.89
C 4.80 -0.12 3.60
C 5.19 -0.72 4.77
C 4.54 -1.88 5.17
C 3.42 -2.35 4.50
C 3.01 -1.68 3.33
C 2.03 1.39 1.88
C 2.27 2.74 1.75
C 1.22 3.60 2.04
C -0.01 3.09 2.39
C -0.27 1.71 2.44
C 0.79 0.86 2.11
H 5.29 0.77 3.25
H 5.96 -0.24 5.39
H 4.85 -2.40 6.07
H 2.88 -3.19 4.88
H 2.09 -1.95 2.84
H 3.27 3.06 1.44
H 1.34 4.69 1.96
H -0.81 3.78 2.61
H -1.24 1.30 2.60
H 0.58 -0.19 2.14
O 0.17 -0.21 -1.39
C -0.27 0.92 -1.01
O -1.29 0.92 -0.29
C 0.33 2.16 -1.61
C 1.35 2.01 -2.52
C 1.98 3.20 -2.90
C 1.59 4.46 -2.45
C 0.43 4.56 -1.64
C -0.20 3.38 -1.26
N 0.08 5.83 -1.12
O 0.76 6.86 -1.48
O -0.83 5.93 -0.23
H 1.74 1.05 -2.81
H 2.84 3.13 -3.56
H 2.12 5.37 -2.69
H -1.10 3.41 -0.63
C -4.30 1.06 -3.64
C -3.51 -0.02 -4.44
C -2.22 -0.05 -3.67
O -2.68 -0.07 -2.31
C -3.77 0.90 -2.20
H -5.35 0.89 -3.69
H -4.07 2.07 -4.06
H -3.39 0.18 -5.51
H -4.08 -0.94 -4.33
H -1.65 0.84 -3.83
H -1.60 -0.94 -3.81
H -3.34 1.85 -1.79
H -4.50 0.45 -1.51

Entry 4:
12
Properties=species:S:1:pos:R:3 method="wB97M-V/def2-TZVPD" spin_multiplicity=1 charge=+1 lumo_energy_ev=-5.0 de_lowest_ev=5.878
C -0.03 -1.60 -1.17
C -2.04 -0.30 0.85
C 2.08 1.43 -0.09
N 0.17 0.27 0.86
N 0.49 -0.69 -1.63
N -0.86 -0.21 0.46
N 0.99 0.95 0.36
H -0.38 -2.58 -0.95
H -2.60 0.45 1.49
H -2.59 -1.12 0.55
H 2.43 0.96 -0.93
H 2.34 2.43 0.19

Entry 5:
63
Properties=species:S:1:pos:R:3 method="wB97M-V/def2-TZVPD" spin_multiplicity=1 charge=+2 lumo_energy_ev=-5.8 de_lowest_ev=2.723
Zn 0.89 0.63 -0.30
K -2.15 -2.51 -2.23
F -0.33 -0.92 -0.66
O -1.24 3.06 -3.66
S -0.93 1.80 -2.93
O -0.10 1.66 -1.76
O -2.39 1.07 -2.60
C -3.42 1.27 -3.44
C -4.55 0.26 -3.21
C -0.26 0.63 -4.25
H -3.18 1.47 -4.48
H -3.75 2.29 -3.22
H -5.36 0.61 -3.85
H -4.81 0.23 -2.15
H -4.21 -0.72 -3.56
H 0.55 1.22 -4.68
H -1.03 0.62 -5.02
H -0.07 -0.34 -3.79
O 4.06 -0.15 2.44
S 2.62 -0.11 2.55
O 1.75 -0.22 1.37
O 2.21 -1.34 3.61
C 0.88 -1.96 3.45
C 0.97 -3.30 2.74
C 2.06 1.28 3.66
H 0.18 -1.24 3.04
H 0.50 -2.11 4.46
H 0.86 -3.15 1.66
H 0.13 -3.91 3.06
H 1.97 -3.70 2.84
H 2.67 1.24 4.57
H 1.05 1.01 3.97
H 2.11 2.27 3.22
O 3.12 0.30 -3.89
S 3.27 -0.52 -2.69
O 2.38 -0.23 -1.57
O 3.03 -2.12 -3.19
C 2.46 -3.12 -2.33
C 3.24 -3.32 -1.07
C 5.04 -0.67 -2.10
H 2.43 -4.05 -2.89
H 1.41 -2.88 -2.15
H 3.15 -4.34 -0.70
H 2.89 -2.62 -0.31
H 4.30 -3.31 -1.34
H 5.78 -0.83 -2.89
H 5.09 -1.43 -1.33
H 5.30 0.31 -1.70
O -0.57 1.54 0.90
S -1.56 1.27 1.95
O -1.18 0.81 3.30
O -2.35 2.72 2.17
C -3.38 2.93 3.12
C -3.03 4.15 4.01
C -2.79 0.12 1.26
H -3.46 2.09 3.80
H -4.29 3.19 2.57
H -3.22 5.11 3.53
H -1.99 4.12 4.32
H -3.65 4.24 4.90
H -2.45 -0.91 1.39
H -2.97 0.33 0.21
H -3.69 0.17 1.88

Question: Which of these has the highest charge?
Answer: C12H32FKO12S4Zn

Copy entry 4 word for word.
12
Properties=species:S:1:pos:R:3 method="wB97M-V/def2-TZVPD" spin_multiplicity=1 charge=+1 lumo_energy_ev=-5.0 de_lowest_ev=5.878
C -0.03 -1.60 -1.17
C -2.04 -0.30 0.85
C 2.08 1.43 -0.09
N 0.17 0.27 0.86
N 0.49 -0.69 -1.63
N -0.86 -0.21 0.46
N 0.99 0.95 0.36
H -0.38 -2.58 -0.95
H -2.60 0.45 1.49
H -2.59 -1.12 0.55
H 2.43 0.96 -0.93
H 2.34 2.43 0.19

Question: The lowest charge belongs to which entry?
Answer: C28H29N3O8S4V